68
Properties=species:S:1:pos:R:3:mulliken_charge:R:1 method="wB97M-V/def2-TZVPD" lumo_ev="2.74 / 2.48" homo_ev="-0.2 / -4.6" charge=-1 multiplicity=5
Rh 0.34 0.69 -0.07 -0.20
Cl 1.43 0.40 2.00 -0.37
N 1.92 -0.27 -0.99 0.45
N -1.40 1.41 0.76 0.36
C 3.14 0.26 -1.05 0.76
C -1.57 2.68 1.14 0.53
C 1.98 -1.69 -1.41 1.87
C 3.46 -1.94 -1.35 -0.69
C 1.45 -1.77 -2.84 -1.49
C 1.20 -2.56 -0.53 -2.15
H 1.72 -0.87 -3.42 0.24
H 0.35 -1.86 -2.84 0.35
H 1.88 -2.65 -3.34 0.39
H 1.70 -2.65 0.46 0.63
H 1.02 -3.56 -0.92 0.34
H 0.18 -2.12 -0.37 -0.24
C -2.56 0.60 1.23 1.77
C -3.56 1.67 1.52 -0.69
C -2.20 -0.13 2.51 -1.53
C -3.00 -0.36 0.13 -1.95
H -3.16 0.20 -0.81 0.45
H -3.94 -0.84 0.45 0.39
H -2.24 -1.12 -0.03 0.07
H -1.80 0.54 3.28 0.36
H -1.40 -0.84 2.31 -0.05
H -3.04 -0.72 2.87 0.44
O -2.76 2.92 1.64 -0.44
H -4.13 1.55 2.46 0.28
H -4.27 1.84 0.69 0.33
O 4.06 -0.60 -1.38 -0.46
H 3.87 -2.53 -2.19 0.26
H 3.77 -2.41 -0.39 0.36
C 3.51 1.67 -0.78 -1.62
C -0.62 3.80 1.03 -1.19
C 0.30 3.62 -0.15 1.03
H -0.04 3.78 1.97 0.29
H -1.20 4.71 0.97 0.28
C 1.48 2.87 0.04 -2.78
C 2.34 2.58 -1.04 1.28
H 1.78 2.58 1.07 0.39
C 2.05 3.08 -2.29 1.70
C 0.89 3.84 -2.46 -1.32
C 2.88 2.72 -3.49 -1.67
C 0.02 4.11 -1.40 1.63
H 0.64 4.22 -3.46 0.15
C -1.29 4.82 -1.68 -1.77
H -1.30 5.21 -2.72 0.39
H -1.46 5.66 -1.00 0.30
H -2.14 4.12 -1.58 0.23
H 3.95 2.90 -3.32 0.29
H 2.56 3.31 -4.37 0.40
H 2.76 1.65 -3.75 0.15
H 4.37 1.90 -1.41 0.32
H 3.80 1.70 0.28 0.40
O 1.09 -2.19 2.43 -0.74
C 0.03 -2.15 1.84 -0.51
O -0.36 -1.26 0.95 0.44
C -0.83 -3.38 1.99 1.15
C -0.24 -4.48 2.65 -0.75
C -0.96 -5.66 2.86 -0.53
C -2.29 -5.77 2.43 -0.36
C -2.88 -4.69 1.80 -0.81
C -2.16 -3.50 1.58 0.35
H 0.80 -4.45 3.00 0.37
H -0.48 -6.51 3.36 0.35
H -2.85 -6.69 2.59 0.36
H -3.92 -4.74 1.46 0.37
H -2.68 -2.66 1.08 0.10

***

17
Properties=species:S:1:pos:R:3:mulliken_charge:R:1 method="wB97M-V/def2-TZVPD" lumo_ev=-3.57 homo_ev=-14.1 e_above_lowest_ev=3.208 smiles="C/C=C/C([NH3+])(O)O" charge=+1
C -2.82 0.47 -0.01 -1.20
C -1.39 0.26 0.40 0.08
C -0.39 0.48 -0.43 -0.50
C 1.30 0.14 0.11 0.53
N 1.57 -1.43 -0.29 -0.44
O 2.28 0.92 -0.52 -0.55
O 1.30 0.15 1.45 -0.44
H -3.43 -0.42 0.11 0.34
H -3.12 1.30 0.64 0.33
H -2.76 0.90 -0.94 0.36
H -1.35 0.10 1.50 0.36
H -0.32 0.73 -1.53 0.24
H 1.27 -1.77 -1.25 0.37
H 2.59 -1.75 -0.09 0.37
H 0.89 -1.98 0.39 0.41
H 2.16 1.55 -1.29 0.37
H 2.23 0.35 1.74 0.35

***

67
Properties=species:S:1:pos:R:3:mulliken_charge:R:1 method="wB97M-V/def2-TZVPD" lumo_ev="-4.38 / -2.74" homo_ev="-10.3 / -10.5" e_above_lowest_ev=0.025 charge=+1 multiplicity=4
Cr 1.24 1.19 -0.08 1.14
C 1.85 -0.96 -4.14 -1.15
C 1.72 -1.78 -2.90 0.42
N 1.82 -3.10 -3.00 -0.64
C 1.73 -3.85 -1.90 -1.50
C 1.46 -3.35 -0.64 0.96
C 1.46 -4.34 0.51 -0.88
O 0.50 -4.12 1.54 -0.48
C 1.29 -1.97 -0.52 -0.30
C 0.79 -1.28 0.75 0.06
N 1.60 -0.12 1.14 0.05
C 2.15 -0.09 2.41 -0.08
C 2.44 -1.23 3.18 -0.08
C 2.98 -1.14 4.44 -0.92
C 3.28 0.10 5.01 -0.57
C 3.03 1.25 4.28 -0.54
C 2.48 1.13 3.02 0.35
I 2.06 2.91 1.92 -0.01
C 1.49 -1.17 -1.65 0.73
O 1.49 0.16 -1.55 -0.50
H 2.00 -1.63 -4.99 0.37
H 2.69 -0.26 -4.07 0.31
H 0.94 -0.37 -4.31 0.22
H 1.85 -4.92 -2.05 0.37
H 2.43 -4.30 1.00 0.29
H 1.36 -5.34 0.09 0.48
H -0.38 -4.35 1.21 0.28
H 0.80 -2.03 1.53 1.16
H 2.26 -2.21 2.76 0.50
H 3.18 -2.05 5.00 0.43
H 3.70 0.17 6.00 0.41
H 3.27 2.22 4.68 0.40
Cl -2.16 -2.87 -1.28 -0.17
C -2.35 -2.79 0.45 0.53
C -3.19 -3.70 1.07 -0.56
C -3.34 -3.68 2.44 -0.45
C -2.66 -2.74 3.20 -1.03
C -1.83 -1.82 2.57 -0.03
C -1.66 -1.83 1.19 -0.44
C -0.71 -0.84 0.56 -1.18
H -3.72 -4.43 0.47 0.45
H -4.00 -4.39 2.92 0.42
H -2.77 -2.72 4.28 0.41
H -1.29 -1.10 3.17 0.44
H -0.86 0.12 1.06 0.19
H -0.94 -0.74 -0.50 0.74
C 0.68 3.23 -3.47 -1.00
N -0.53 3.59 -2.74 0.23
C -1.50 4.42 -3.44 -0.62
C -2.88 4.23 -2.84 -0.72
C -2.79 4.52 -1.36 -0.60
N -1.75 3.69 -0.75 0.22
C -1.84 3.50 0.69 -0.71
C -0.67 3.27 -1.45 0.52
O 0.23 2.58 -0.88 -0.39
H 0.41 2.84 -4.45 0.34
H 1.23 2.47 -2.94 0.20
H 1.31 4.11 -3.61 0.30
H -1.50 4.13 -4.49 0.39
H -1.20 5.47 -3.39 0.28
H -3.21 3.20 -3.00 0.31
H -3.60 4.89 -3.31 0.37
H -3.73 4.29 -0.86 0.39
H -2.57 5.58 -1.19 0.30
H -2.86 3.23 0.95 0.33
H -1.57 4.41 1.22 0.25
H -1.18 2.70 1.01 0.01

***

40
Properties=species:S:1:pos:R:3:mulliken_charge:R:1 method="wB97M-V/def2-TZVPD" lumo_ev=-7.30 homo_ev=-11.0 e_above_lowest_ev=0.000
Al 11.50 -13.43 -17.42 1.34
N 13.80 -12.53 -16.24 -0.05
S 14.14 -11.23 -15.36 1.03
O 14.75 -10.10 -15.96 -0.53
O 14.46 -11.49 -14.00 -0.56
F 12.58 -10.77 -15.22 -0.31
S 15.27 -13.31 -15.88 0.94
O 15.28 -14.16 -14.76 -0.51
O 16.44 -12.57 -16.23 -0.52
F 15.22 -14.26 -17.17 -0.28
N 9.86 -12.74 -19.53 -0.07
S 10.05 -11.69 -20.84 0.95
O 9.28 -10.49 -20.79 -0.53
O 10.38 -12.21 -22.12 -0.57
F 11.49 -11.19 -20.40 -0.26
S 8.43 -13.30 -19.99 0.93
O 8.48 -14.29 -21.00 -0.57
O 7.31 -12.42 -19.94 -0.50
F 8.23 -14.13 -18.61 -0.21
N 8.56 -15.55 -15.61 0.90
O 9.49 -14.81 -16.04 -0.37
O 8.85 -16.49 -14.90 -0.53
O 7.42 -15.23 -15.86 -0.44
C 7.85 -10.52 -16.84 -1.73
C 9.19 -11.00 -17.38 1.38
C 10.24 -9.92 -17.32 -1.07
O 11.32 -10.61 -17.87 0.27
C 12.49 -9.81 -18.09 -1.07
N 9.63 -12.16 -16.55 -0.14
H 7.48 -9.64 -17.37 0.42
H 7.95 -10.11 -15.82 0.44
H 7.02 -11.22 -16.80 0.45
H 9.09 -11.25 -18.42 -0.85
H 10.55 -9.68 -16.29 0.38
H 10.00 -8.99 -17.84 0.45
H 13.26 -10.45 -18.53 0.26
H 12.82 -9.48 -17.12 0.44
H 12.28 -8.99 -18.77 0.35
H 8.85 -12.80 -16.39 0.37
H 9.75 -11.76 -15.61 0.35